No. 1
C5H12Si | ωB97M-V/def2-TZVPD

XYZ file:
```
18
Properties=species:S:1:pos:R:3:forces:R:3
C -0.514 -0.401 -1.956 1.19 0.05 -1.13
C -1.141 -0.036 -1.011 -1.69 0.61 2.09
C 0.339 -0.798 -3.051 1.41 2.48 -1.20
C 2.457 -0.025 1.203 -2.23 -2.58 1.86
C -1.311 0.661 2.076 0.86 1.84 -0.92
Si -2.304 0.437 0.402 1.89 -0.02 -0.03
H 1.559 0.068 1.883 1.29 0.18 -0.81
H 1.428 -0.750 -2.873 -0.41 0.58 0.52
H 0.254 -1.787 -3.253 -0.82 -3.27 -0.67
H 0.211 -0.275 -4.045 -0.31 -0.22 1.25
H 2.828 -1.043 1.250 -0.17 -0.42 0.19
H 3.268 0.537 1.426 2.20 2.23 1.17
H 2.227 0.126 0.217 -1.03 0.59 -2.43
H -0.532 -0.120 2.271 -1.41 0.15 0.09
H -0.641 1.586 2.061 -0.93 -0.85 -0.36
H -2.040 0.918 2.870 0.51 -0.82 -0.09
H -3.092 -0.780 0.682 -0.47 0.26 -0.24
H -2.996 1.682 -0.153 0.12 -0.79 0.71
```
Forces are in eV/Å.

Results
- HOMO energy: -9.7467 eV
- SMILES string: CC#C[SiH2]C.C
- Net charge: 0
- Energy: -487.1043 hartree



No. 2
C5H12Si2 | ωB97M-V/def2-TZVPD

XYZ file:
```
19
Properties=species:S:1:pos:R:3:forces:R:3
C 2.151 -1.309 0.326 -9.08 0.68 -0.20
C 0.596 -1.582 0.547 7.29 4.87 -2.25
C 0.833 1.102 -0.484 1.05 1.65 -0.07
C -1.834 0.245 1.513 -1.14 -0.60 -1.67
C -1.733 -0.396 -1.424 1.20 1.92 4.03
Si 2.573 0.317 -0.352 -0.79 0.01 -1.67
Si -0.481 -0.062 0.167 -2.04 -1.51 -1.40
H 2.721 -2.084 0.594 2.30 -2.84 1.10
H 0.533 -2.383 1.152 -0.98 -3.06 1.69
H 0.921 2.166 -0.048 -0.49 -1.52 -0.84
H 0.683 1.135 -1.600 -0.13 0.43 1.03
H -1.427 0.511 2.428 0.77 0.48 1.99
H -2.499 1.079 1.208 0.44 -0.28 -0.04
H -2.559 -0.623 1.693 1.34 0.86 -0.49
H -1.923 0.581 -1.795 -0.49 0.99 -0.27
H -1.128 -0.846 -2.109 0.93 -2.08 -2.04
H -2.612 -0.816 -0.975 -0.34 -0.75 -0.51
H 3.486 0.888 0.599 0.56 0.69 0.39
H 3.216 0.281 -1.784 -0.40 0.05 1.23
```
Forces are in eV/Å.

Results
- HOMO energy: -8.9037 eV
- SMILES string: C[Si]1(C)C=C[SiH2]C1
- Net charge: 0
- Energy: -776.6055 hartree



No. 3
C5H13BIN | ωB97M-V/def2-TZVPD

XYZ file:
```
21
Properties=species:S:1:pos:R:3:forces:R:3
C -0.679 2.707 -2.035 -0.02 -0.02 0.06
N -1.412 2.056 -0.950 0.41 0.04 0.05
C -0.577 1.128 -0.156 -0.12 0.07 -0.03
B -1.244 -0.231 0.219 -0.13 -0.04 -0.03
C -0.500 -1.389 0.954 0.13 0.16 -0.04
C 1.001 -1.254 1.250 0.01 -0.10 0.15
C 1.899 -2.333 0.666 0.17 0.30 -0.06
I 1.326 -4.315 1.195 -0.03 -0.16 0.02
H 0.010 3.492 -1.697 0.06 -0.01 -0.01
H -0.091 1.962 -2.571 -0.05 -0.03 -0.06
H -1.382 3.145 -2.742 -0.01 0.06 -0.01
H -1.715 2.789 -0.323 -0.32 -0.02 -0.02
H 0.373 0.939 -0.674 -0.01 0.00 -0.02
H -0.258 1.584 0.798 0.11 0.02 -0.01
H -2.401 -0.389 -0.038 0.00 -0.01 0.03
H -0.715 -2.310 0.400 -0.01 -0.05 0.04
H -1.051 -1.526 1.894 -0.06 -0.12 -0.05
H 1.173 -1.226 2.328 -0.03 0.03 0.00
H 1.387 -0.310 0.856 0.04 0.04 0.04
H 1.943 -2.285 -0.420 -0.14 -0.17 -0.01
H 2.912 -2.235 1.046 0.01 0.01 -0.03
```
Forces are in eV/Å.

Results
- HOMO energy: -8.7112 eV
- SMILES string: CNCBCCCI
- Net charge: 0
- Energy: -575.5671 hartree